The following is a quantum chemistry calculation of a single C5H10O2 molecule, from the OMol25 dataset.

Properties
Highest occupied orbital energy: -9.860 eV
Orbital gap: 0.40006 Ha
SMILES: C[C@H]1O[C@@H]1CCO
Calculated total energy: -346.93677 hartree

Positions of all 17 atoms, in Å:
O 0.205 -0.887 -0.987
O -0.922 1.471 -1.222
C -1.481 -0.147 0.651
C 1.031 -0.166 -0.051
C -0.173 -0.877 0.393
C 2.458 -0.628 -0.058
C -1.683 1.227 -0.057
H -2.277 -0.834 0.336
H -1.450 2.038 0.645
H 2.523 -1.703 -0.242
H 2.942 -0.114 -0.897
H 3.000 -0.367 0.856
H -2.751 1.312 -0.306
H -0.077 -1.848 0.889
H -0.643 0.609 -1.575
H 0.909 0.914 -0.108
H -1.610 0.000 1.733